Record 1
98
Properties=species:S:1:pos:R:3:forces:R:3 method="wB97M-V/def2-TZVPD" homo_energy_ev=-9.836 lumo_ev=-2.48 total_charge=+1 orbital_gap_ha=0.2704
Li 2.7291 1.1983 1.3534 -0.1 0.1 -0.2
C 1.8580 4.4838 1.8845 -0.7 -0.6 -0.4
C 3.3288 4.5305 2.2807 0.5 0.6 0.0
S 4.3028 3.0347 1.9350 -0.4 0.2 -0.4
C 4.9341 3.4143 0.2546 -0.7 -0.2 0.5
C 3.9305 3.9859 -0.7788 0.8 -1.3 -0.2
S 2.5104 2.7992 -0.9490 0.2 0.4 -0.2
C 1.2924 3.9007 -1.7485 0.2 1.0 -0.2
C 0.4564 4.7133 -0.7526 -0.1 -0.4 1.3
S 1.3941 5.6549 0.5537 -0.3 -0.3 -0.5
H 1.2533 4.8194 2.7225 0.0 -0.2 0.2
H 1.5590 3.4354 1.6204 0.0 1.1 0.2
H 3.4039 4.5990 3.3569 -0.1 0.1 0.3
H 3.8470 5.4513 1.8934 -0.3 -1.0 0.2
H 5.3289 2.4559 -0.0492 0.2 -0.2 -0.4
H 5.7667 4.0475 0.5181 0.2 0.5 -0.7
H 4.4282 3.8654 -1.7945 -0.5 1.0 1.3
H 3.5523 4.9776 -0.4561 0.4 -0.6 -0.7
H 0.6917 3.3111 -2.4498 -0.1 -0.1 0.4
H 1.8243 4.6355 -2.4012 0.0 -0.7 0.5
H -0.3480 4.1424 -0.2371 0.7 0.1 -0.4
H -0.0417 5.5463 -1.2217 -0.2 0.2 -0.5
C -5.0997 1.8715 -5.5049 0.2 1.1 -0.6
C -5.0558 0.4905 -5.5489 0.1 -0.4 0.8
C -4.0797 -0.1795 -4.8115 0.8 1.4 -0.3
C -3.0179 0.5758 -4.2582 -0.1 -0.8 0.3
C -2.9454 1.9258 -4.4701 -0.2 2.3 -0.3
C -4.0089 2.6319 -5.0532 0.0 -1.6 -0.4
As -1.6600 -0.0930 -2.9981 0.3 0.2 -1.3
C -2.7423 -1.5178 -2.3703 0.0 -0.9 0.8
C -2.2680 -2.8356 -2.2574 -1.3 0.2 0.0
C -3.0702 -3.7487 -1.5424 0.1 -0.3 0.4
C -4.2707 -3.3225 -0.9356 -0.3 0.1 -1.7
C -4.7859 -2.0293 -1.2042 0.9 -1.7 0.8
C -3.9840 -1.1340 -1.8334 0.8 2.0 -0.4
C -0.4917 -1.0475 -4.2805 0.0 -0.1 0.5
C -0.9718 -1.9749 -5.2375 1.6 1.4 0.2
C -0.0597 -2.5484 -6.1301 -0.2 -0.3 0.2
C 1.3034 -2.3003 -5.9608 0.4 0.5 0.9
C 1.7859 -1.4041 -4.9737 -1.3 -0.6 -0.7
C 0.8738 -0.7547 -4.1402 0.0 -0.9 -0.5
H -5.9951 2.3370 -5.9069 0.3 0.2 -0.2
H -5.8286 -0.0219 -6.1173 0.1 -0.1 0.4
H -4.1005 -1.2355 -4.6737 -0.1 -0.6 0.0
H -2.0940 2.5749 -4.1675 -0.4 -0.9 0.1
H -3.8871 3.6818 -5.2623 -0.4 0.2 0.3
H -1.3842 -3.1437 -2.8239 -0.2 0.0 0.5
H -2.7368 -4.8093 -1.4563 -0.4 1.0 0.0
H -4.9670 -4.0284 -0.5012 0.4 -0.2 0.3
H -5.7604 -1.7666 -0.8739 -0.6 0.2 0.4
H -4.2697 -0.0375 -1.8793 0.2 -1.5 -0.2
H -2.0250 -2.1140 -5.2811 -0.6 -0.4 -0.3
H -0.3948 -3.2304 -6.9352 0.2 0.4 0.7
H 2.0319 -2.8652 -6.5222 0.0 0.1 -0.4
H 2.8348 -1.2075 -4.8713 0.4 -0.1 0.0
H 1.2648 -0.1207 -3.3427 -0.4 0.1 -0.2
C 3.3144 -1.6936 -1.0270 0.2 -0.7 0.3
P 3.6936 -1.0508 0.6539 0.7 0.8 -0.4
C 5.5214 -0.8422 0.6028 -0.1 0.5 0.3
C 3.6542 -2.5055 1.6968 0.2 0.9 0.1
C 2.7218 -3.4484 1.3947 -1.5 -0.6 0.4
C 2.6851 -4.6413 2.1503 -1.8 0.4 -0.3
C 3.5577 -4.8149 3.2165 1.0 -0.3 -0.7
C 4.5373 -3.8454 3.4623 -0.3 0.6 0.0
C 4.5299 -2.6410 2.7582 0.5 -0.5 0.4
H 2.2452 -1.6294 -1.2087 -0.1 -0.1 -0.1
H 3.6483 -2.7460 -1.1161 -0.2 0.5 0.0
H 3.8256 -1.1152 -1.7894 0.1 0.3 0.0
H 6.0414 -1.7547 0.8754 0.0 -0.2 -0.4
H 5.8398 -0.0992 1.3298 0.0 0.2 0.2
H 5.8177 -0.4625 -0.3625 0.2 0.0 -0.4
H 1.9297 -3.0556 0.7042 0.6 -1.5 0.4
H 1.8205 -5.3271 1.9790 1.1 0.4 0.1
H 3.6216 -5.7571 3.7652 -0.4 0.3 -0.1
H 5.2978 -3.9885 4.2145 -0.1 -0.1 0.2
H 5.2012 -1.8132 3.0190 -0.1 -0.6 -0.1
C -3.2893 -2.6772 4.4147 -0.5 0.5 -1.1
C -2.1873 -1.9812 3.6118 1.2 0.4 0.6
Sb -1.9312 0.1866 3.8834 0.8 -0.1 -0.5
C -1.3711 0.2944 6.0202 -0.5 -0.9 -1.0
C 0.0743 0.7494 6.1717 0.3 -0.3 -0.6
C -4.0061 0.6946 3.8279 0.8 1.8 -0.1
C -4.3170 2.2350 3.7332 -0.8 -0.9 0.7
H -3.4589 -3.6218 3.9290 -0.2 -0.7 0.2
H -4.2278 -2.1373 4.3524 -0.3 0.2 -0.2
H -3.1447 -2.8123 5.4758 0.7 -0.1 0.2
H -2.1694 -2.1490 2.5171 -0.7 0.1 0.5
H -1.2140 -2.4024 3.9163 -0.1 0.2 0.0
H -1.5855 -0.7313 6.3674 0.4 0.4 0.2
H -2.0536 0.9637 6.5246 -0.2 0.2 0.2
H 0.7926 0.2913 5.4409 -0.7 0.0 0.7
H 0.4172 0.5516 7.1885 0.2 0.2 -0.1
H 0.1346 1.8115 5.9376 0.0 0.2 0.3
H -4.3113 0.3610 4.7881 -1.0 -0.6 0.6
H -4.4509 0.1717 2.9975 -0.2 -0.4 0.0
H -3.5937 2.8345 3.1921 0.2 0.0 0.0
H -4.4666 2.6400 4.7602 0.3 -0.1 -0.8
H -5.2865 2.3386 3.2217 0.3 0.2 0.2

Record 2
104
Properties=species:S:1:pos:R:3:forces:R:3 method="wB97M-V/def2-TZVPD" homo_energy_ev=-6.803 lumo_ev=-0.56 total_charge=0 orbital_gap_ha=0.2296
Sc -0.1837 0.3447 -0.1771 0.6 -0.5 -0.6
Te 2.4966 -0.6808 1.6152 0.1 -0.1 0.2
C 4.1013 -0.2144 0.3644 0.0 0.0 0.0
C 5.2224 0.5295 0.6021 0.0 0.0 0.0
C 6.1349 0.5144 -0.4814 -0.1 0.0 0.0
C 5.6955 -0.2494 -1.5200 -0.1 0.0 0.0
S 4.1591 -0.9178 -1.2011 0.0 0.0 0.0
H 5.3952 1.0727 1.5170 0.0 0.0 0.1
H 7.0670 1.0534 -0.4854 0.1 0.1 0.0
H 6.1907 -0.4346 -2.4550 0.1 0.0 -0.1
C -2.0597 1.3017 3.8849 0.0 0.0 0.0
C -2.6276 0.0789 3.1801 0.0 -0.1 -0.1
C -4.1395 0.1801 3.0612 0.1 0.0 0.1
O -2.0803 0.0912 1.8365 -0.2 0.0 0.1
B -1.0759 -0.8667 1.7087 0.3 0.4 0.0
O -0.9818 -1.6092 2.8713 -0.1 0.0 0.0
C -2.0971 -1.2828 3.7475 0.1 0.0 0.0
C -3.0962 -2.4233 3.6253 0.0 0.0 0.1
C -1.5574 -1.2121 5.1669 -0.1 0.0 -0.1
H -2.3715 2.1951 3.3425 0.0 0.0 0.0
H -0.9693 1.2691 3.8843 0.0 0.0 0.0
H -2.4138 1.3816 4.9127 0.0 0.0 0.0
H -4.4015 1.1423 2.6242 0.0 0.1 0.0
H -4.6161 0.1109 4.0400 0.0 0.0 0.1
H -4.5418 -0.5964 2.4151 0.0 -0.1 0.0
H -3.4374 -2.5330 2.6003 0.0 0.0 -0.2
H -3.9651 -2.2670 4.2630 0.0 0.0 0.1
H -2.6083 -3.3506 3.9265 0.0 0.0 0.0
H -0.7327 -0.5082 5.2457 0.0 0.0 0.0
H -1.1922 -2.1949 5.4613 0.0 0.0 0.0
H -2.3371 -0.9167 5.8692 -0.1 0.0 0.0
C 1.0595 4.0853 3.7352 0.0 -0.1 0.0
Si 2.1028 2.5424 3.7322 0.0 -0.1 0.0
C 3.9209 2.8675 3.5269 -0.1 -0.1 0.1
C 1.7784 1.4029 5.1689 0.0 0.0 -0.1
Se 1.4149 1.5659 1.7441 0.1 0.3 0.1
H 1.2792 4.6973 4.6101 0.0 0.0 0.1
H -0.0016 3.8349 3.7566 0.0 0.0 0.0
H 1.2552 4.6872 2.8483 0.0 0.0 -0.1
H 4.3197 3.3409 4.4248 0.0 0.1 0.1
H 4.1284 3.5059 2.6711 0.0 0.1 -0.1
H 4.4532 1.9260 3.3924 0.0 -0.1 0.0
H 2.3356 1.7314 6.0454 0.1 0.1 0.1
H 2.1043 0.3896 4.9299 0.0 0.0 0.0
H 0.7224 1.3694 5.4286 -0.1 0.0 0.0
C 0.3563 2.3016 -1.4122 -0.6 0.0 0.1
C 1.6395 2.9683 -1.3159 0.1 0.0 0.0
C 2.7577 2.5396 -2.0537 0.0 -0.1 0.0
C 4.0052 3.0891 -1.8709 0.0 0.0 0.1
C 4.1952 4.1083 -0.9359 0.1 0.0 0.0
C 3.0944 4.5940 -0.2286 0.0 0.0 0.0
C 1.8504 4.0369 -0.4235 -0.1 0.1 0.0
C 5.5078 4.6191 -0.6858 -0.1 0.0 0.0
N 6.5653 5.0113 -0.4593 0.2 0.0 0.0
H 0.1285 1.9434 -2.4299 0.1 0.0 0.2
H -0.4734 2.9540 -1.0809 0.2 -0.2 -0.2
H 2.6338 1.7391 -2.7721 0.0 0.0 0.0
H 4.8482 2.7257 -2.4419 0.1 0.0 0.0
H 3.2241 5.4138 0.4663 0.0 0.0 0.0
H 1.0005 4.4323 0.1266 0.0 0.0 0.0
Ge -2.5115 0.4471 -1.4831 -0.6 -0.4 -0.3
C -2.2174 -0.2047 -3.3515 -0.1 0.1 0.2
C -2.0437 0.7023 -4.3956 0.1 0.1 0.0
C -1.8038 0.2790 -5.6945 0.0 0.0 0.0
C -1.7403 -1.0752 -5.9839 0.0 0.0 0.0
C -1.9157 -1.9950 -4.9608 0.0 -0.1 0.0
C -2.1406 -1.5603 -3.6621 0.0 -0.1 0.0
C -3.9767 -0.7236 -0.8238 0.1 0.2 -0.2
C -3.7414 -2.0487 -0.4654 0.2 -0.1 0.0
C -4.7637 -2.8768 -0.0279 0.0 -0.1 0.1
C -6.0542 -2.3812 0.0935 0.0 -0.1 0.0
C -6.3068 -1.0610 -0.2415 -0.1 0.0 0.0
C -5.2798 -0.2499 -0.7030 -0.1 0.1 0.0
H -3.2672 1.7727 -1.7946 0.1 0.0 0.1
H -2.1059 1.7651 -4.1969 0.0 0.1 0.0
H -1.6813 1.0076 -6.4850 0.0 0.0 0.0
H -1.5749 -1.4107 -6.9991 0.0 0.0 0.0
H -1.8985 -3.0559 -5.1822 0.0 0.0 0.0
H -2.2935 -2.2998 -2.8835 0.0 0.0 0.1
H -2.7288 -2.4472 -0.5070 0.0 0.0 0.0
H -4.5521 -3.9066 0.2330 0.0 0.0 0.0
H -6.8541 -3.0202 0.4414 0.0 0.0 0.0
H -7.3088 -0.6634 -0.1535 -0.1 0.0 0.0
H -5.5048 0.7736 -0.9740 0.0 0.1 0.0
C 0.1867 -3.6155 -0.3782 0.0 0.2 0.2
N 0.4432 -3.3139 -1.7787 0.0 0.1 0.1
C 0.0484 -4.3282 -2.7354 -0.2 -0.1 0.0
C 0.8377 -2.0822 -2.1624 -0.1 -0.1 0.0
O 0.7280 -1.0984 -1.3841 -0.2 0.4 -0.1
N 1.3512 -1.9348 -3.4028 0.1 0.0 0.2
C 2.2009 -2.9402 -4.0107 0.1 0.0 -0.1
C 1.4526 -0.6116 -3.9821 -0.1 0.2 0.0
H 0.9153 -4.3412 -0.0092 0.0 0.0 0.0
H -0.8108 -4.0489 -0.2781 0.0 0.0 0.0
H 0.2267 -2.7007 0.2247 0.0 -0.3 -0.1
H -0.9188 -4.7299 -2.4263 0.0 0.0 0.0
H 0.7639 -5.1535 -2.7840 -0.1 0.0 0.0
H -0.0607 -3.8838 -3.7211 -0.1 -0.1 0.0
H 2.2734 -3.8183 -3.3762 0.1 0.1 -0.1
H 3.2059 -2.5259 -4.1345 0.0 0.0 0.0
H 1.8235 -3.2375 -4.9926 0.0 0.0 0.0
H 0.7564 0.0648 -3.4889 0.1 -0.1 -0.1
H 1.1879 -0.6735 -5.0389 0.0 0.0 0.0
H 2.4705 -0.2244 -3.8823 0.0 0.0 0.0